Below is one molecule with the formula C2H7N3O, with properties calculated with ωB97M-V with the def2-TZVPD basis set.

CARTESIAN COORDINATES (ANGSTROEM)
C: 0.327 0.937 0.591
C: -0.945 0.142 0.381
N: 0.344 -1.385 -1.036
N: 1.546 0.846 0.012
O: -0.921 -1.035 -0.418
N: -1.995 0.291 1.148
H: 0.056 -1.764 -1.935
H: 0.692 -2.170 -0.489
H: -2.363 -0.613 1.433
H: 2.209 1.604 0.122
H: 1.639 0.279 -0.823
H: 0.199 1.675 1.378
H: -0.787 1.193 -0.364

The HOMO energy is -7.1 eV. As for the net charge: 0. For the energy relative to the best compared isomer or geometry (same formula, charge and spin), the calculation gives 6.151 eV.

***

Below is C23H12Cl5CuN6O5S as an isolated structure, with properties calculated with ωB97M-V with the def2-TZVPD basis set.

CARTESIAN COORDINATES (ANGSTROEM)
Cu: -0.383 -0.519 -0.231
Cl: -7.580 -1.657 -0.836
C: -5.950 -1.106 -0.675
C: -5.698 0.265 -0.784
C: -4.415 0.710 -0.644
Cl: -4.082 2.393 -0.791
C: -3.293 -0.144 -0.350
O: -2.161 0.383 -0.159
C: -3.606 -1.543 -0.272
C: -2.595 -2.527 -0.019
O: -1.398 -2.369 0.181
C: -4.931 -1.988 -0.448
H: -6.500 0.958 -0.986
H: -2.986 -3.563 0.005
H: -5.133 -3.047 -0.383
N: 0.707 1.087 3.633
C: -0.510 0.659 4.097
C: -1.122 0.733 5.338
C: -2.404 0.229 5.436
C: -3.048 -0.347 4.338
C: -2.443 -0.425 3.101
C: -1.163 0.100 2.971
N: -0.346 0.217 1.882
C: 0.747 0.802 2.298
C: 1.822 1.181 1.418
C: 3.112 1.501 1.754
S: 4.023 1.846 0.346
C: 2.598 1.536 -0.599
N: 1.565 1.222 0.081
H: 1.452 1.495 4.170
H: -0.621 1.161 6.194
H: -2.921 0.287 6.383
H: -4.045 -0.744 4.466
H: -2.942 -0.875 2.260
H: 3.573 1.515 2.721
H: 2.622 1.609 -1.667
N: -0.821 2.273 -1.706
C: -0.121 1.387 -2.445
O: -0.112 0.163 -2.160
C: 0.575 1.924 -3.573
C: 0.498 3.286 -3.842
N: 0.445 4.429 -4.011
C: 1.333 1.153 -4.449
N: 1.989 0.602 -5.221
H: -1.320 1.916 -0.906
H: -0.819 3.253 -1.930
Cl: 2.969 -3.897 -0.876
C: 3.364 -2.526 0.152
Cl: 4.317 -3.074 1.525
Cl: 4.326 -1.370 -0.782
C: 2.025 -1.796 0.640
O: 1.940 -1.595 1.834
O: 1.296 -1.523 -0.327

The HOMO energy (alpha / beta) is -4.9 / -4.9 eV. As for the spin multiplicity: 2. As for the expectation value of S²: 0.75. As for the net charge: -1.

***

Below is one molecule with the formula C10H9N3O, with properties calculated with ωB97M-V with the def2-TZVPD basis set.

CARTESIAN COORDINATES (ANGSTROEM)
C: 2.955 1.955 1.736
C: 1.895 1.500 2.017
C: 0.589 0.935 2.339
N: -0.004 0.387 1.125
C: -1.158 0.651 0.697
C: -1.698 -0.230 -0.338
C: -0.839 -0.530 -1.516
C: 0.581 -0.057 -1.542
C: 0.756 1.009 -2.487
N: 0.902 1.783 -3.326
C: -1.066 -1.670 -0.453
O: -0.040 -2.190 0.219
C: -1.880 -2.741 -0.917
N: -2.653 -3.481 -1.322
H: 3.922 2.205 1.702
H: -0.168 1.601 2.854
H: 0.756 0.118 3.001
H: -1.724 1.324 1.363
H: -2.770 -0.013 -0.736
H: -1.295 -0.625 -2.393
H: 1.400 -0.870 -1.856
H: 0.885 0.465 -0.469
H: 0.655 -1.527 0.303

The HOMO energy is -9.9 eV. As for the net charge: 0. For the energy relative to the best compared isomer or geometry (same formula, charge and spin), the calculation gives 5.914 eV.

***

Below is C24H44AlBN6 as an isolated structure, with properties calculated with ωB97M-V with the def2-TZVPD basis set.

CARTESIAN COORDINATES (ANGSTROEM)
Al: 2.759 -3.791 1.563
B: -0.843 -2.298 -0.101
H: -0.421 -1.361 0.226
H: -0.123 -2.734 -0.776
H: -0.897 -2.946 0.760
H: -1.811 -2.204 -0.569
C: -4.433 3.997 -2.670
C: -3.730 3.486 -1.440
C: -2.435 2.776 -1.699
C: -1.495 3.827 -2.178
N: -0.763 4.644 -2.540
H: -3.848 4.830 -3.061
H: -5.367 4.421 -2.303
H: -4.722 3.291 -3.448
H: -4.403 2.898 -0.815
H: -3.572 4.441 -0.940
H: -2.525 1.868 -2.295
H: -2.152 2.297 -0.762
C: 0.768 -3.571 -7.294
C: -0.460 -3.868 -6.326
C: -1.286 -2.708 -5.752
C: -1.657 -1.690 -6.773
N: -1.982 -0.901 -7.561
H: 1.278 -2.661 -6.978
H: 0.371 -3.385 -8.293
H: 1.489 -4.384 -7.376
H: -0.167 -4.429 -5.438
H: -1.161 -4.616 -6.696
H: -0.614 -2.089 -5.158
H: -2.184 -2.941 -5.180
C: -1.300 -0.278 10.544
C: -1.128 -1.283 9.415
C: -1.390 -0.874 7.963
C: -0.818 -1.969 7.040
N: -0.488 -2.797 6.337
H: -0.658 0.536 10.206
H: -0.863 -0.559 11.502
H: -2.289 0.118 10.773
H: -1.749 -2.150 9.643
H: -0.100 -1.604 9.583
H: -0.935 0.076 7.682
H: -2.443 -0.665 7.778
C: 7.039 6.102 3.547
C: 6.416 4.691 3.477
C: 5.958 4.167 2.065
C: 5.088 2.915 1.932
N: 4.411 1.925 1.883
H: 8.033 6.037 3.105
H: 7.107 6.384 4.598
H: 6.416 6.840 3.042
H: 5.655 4.653 4.256
H: 7.165 3.961 3.782
H: 6.737 4.075 1.308
H: 5.343 4.951 1.624
C: 2.805 1.233 -6.153
C: 4.027 1.749 -5.337
C: 4.842 0.507 -4.857
C: 4.081 -0.524 -4.136
N: 3.472 -1.413 -3.666
H: 2.183 2.006 -6.605
H: 2.017 0.688 -5.635
H: 3.020 0.521 -6.950
H: 3.671 2.439 -4.572
H: 4.712 2.424 -5.849
H: 5.730 0.790 -4.290
H: 5.130 -0.028 -5.762
N: -5.161 -4.071 1.906
C: -5.174 -4.950 2.944
C: -6.479 -5.411 3.012
C: -7.206 -4.574 2.133
C: -6.332 -3.896 1.336
H: -4.378 -3.500 1.621
H: -4.308 -5.256 3.512
H: -6.799 -6.204 3.671
H: -8.271 -4.706 2.016
H: -6.405 -3.278 0.454

The HOMO energy is -14.1 eV. As for the net charge: +2. For the energy relative to the best compared isomer or geometry (same formula, charge and spin), the calculation gives 4.347 eV.